Entry from the OMol25 dataset: C23H19AsBr4Cl2F8KNO3 as an isolated structure (ωB97M-V/def2-TZVPD).

Structure (XYZ):
```
62
Properties=species:S:1:pos:R:3:forces:R:3
C -0.347 -2.192 0.915 0.0 0.0 0.0
O 1.834 0.431 -0.423 0.3 0.0 0.5
F 2.592 1.460 -3.127 0.2 0.1 -0.1
C -4.462 2.632 1.102 0.0 0.0 0.0
H -3.430 -1.371 -4.862 0.0 0.0 0.0
C -2.803 -2.076 2.033 0.0 0.0 0.0
Cl 1.486 -4.809 -4.124 0.0 0.0 0.0
C -4.162 2.115 2.344 0.0 0.0 0.0
H -4.469 2.605 3.255 0.0 0.0 0.0
H -0.248 -4.230 1.564 0.0 0.0 0.0
C 2.812 -0.110 1.640 0.0 0.0 0.0
C -3.316 0.864 0.016 0.1 0.1 0.0
Br -1.359 0.001 -5.310 -0.1 0.0 0.0
C 2.765 -0.094 0.147 0.0 -0.1 -0.1
C -4.058 2.031 -0.070 0.0 0.0 0.0
C -2.092 -3.260 2.123 0.0 0.0 0.0
H 0.262 4.284 -0.873 0.0 0.0 0.0
O 0.383 -2.139 -3.013 0.1 -1.0 -0.1
H 4.829 -0.688 -0.126 0.0 0.0 0.0
F -5.177 3.769 1.035 0.0 0.0 0.0
As 2.088 3.130 -2.966 0.0 0.2 -0.1
H 0.241 -5.313 -2.203 0.0 0.0 0.0
C 2.109 0.869 3.718 0.0 0.0 0.0
H 3.995 -1.896 1.795 0.0 0.0 0.0
F 1.601 3.124 -4.624 0.0 0.0 0.0
C 3.469 -1.119 2.335 0.0 0.0 0.0
C 3.428 -1.145 3.722 0.0 0.0 0.0
Cl 2.131 -4.246 -1.327 0.0 0.0 0.0
H 3.922 -1.942 4.262 0.0 0.0 0.0
C -0.837 -3.324 1.549 0.0 0.0 0.0
Br -0.756 3.106 1.060 0.0 0.0 0.0
F 3.670 3.672 -3.388 0.0 0.0 0.0
C -0.105 -3.188 -2.551 0.0 -0.1 -0.1
H -1.932 -1.991 -3.842 0.0 0.0 0.0
H -0.301 5.451 0.376 0.0 0.0 0.0
F 1.514 4.758 -2.781 0.0 0.0 0.0
H 2.726 -0.165 5.494 0.0 0.0 0.0
F -3.135 0.433 3.582 0.0 0.0 0.0
F 2.519 3.102 -1.286 0.0 0.0 0.0
H 0.624 -2.220 0.438 0.1 0.0 0.0
K 0.505 0.126 -2.482 -0.4 0.2 0.0
F 0.483 2.534 -2.523 0.1 0.7 0.0
N -1.012 -1.047 0.830 0.0 0.0 0.0
Br -2.110 4.909 -1.226 0.0 0.0 0.0
O -1.239 -3.394 -2.105 -0.1 0.0 0.0
C -2.227 -1.000 1.371 0.0 0.0 0.0
H 3.914 -0.318 -1.620 0.0 0.0 0.0
H -4.290 2.478 -1.024 0.0 0.0 0.0
H -2.519 -4.120 2.622 0.0 0.0 0.0
C 2.128 0.883 2.334 0.0 0.0 0.0
Br -2.764 0.089 -1.612 -0.2 -0.1 0.0
C -3.434 0.944 2.370 0.0 0.0 0.0
C 2.753 -0.148 4.412 0.0 0.0 0.0
C 3.867 -0.767 -0.630 0.0 0.0 0.0
C -0.526 4.555 -0.187 0.0 0.0 0.0
C -2.986 0.275 1.239 0.0 0.0 -0.1
H 3.623 -1.826 -0.750 0.0 0.0 0.0
H -3.795 -1.982 2.456 0.0 0.0 0.0
C -2.392 -1.355 -4.581 0.0 0.1 0.0
H 1.583 1.646 4.257 0.0 0.0 0.0
H 1.616 1.649 1.769 0.0 0.0 0.0
C 0.808 -4.449 -2.526 0.0 0.0 0.1
```
Forces are in eV/Å.

As for the total charge: -1. The multiplicity is 2. The calculation puts the strongest force on any atom at 0.98 eV Å⁻¹. Its expectation value of S² is 0.755. The value obtained for the relative energy (zero: lowest compared OMol25 entry of this formula, charge and spin) is 0.0 kcal per mole. The HOMO energy (spin up / spin down) is -5.814 / -6.702 eV. As for the LUMO energy (spin up / spin down): 2.25 / 2.24 eV. The molar mass is 1013.93 g mol⁻¹.

Atom charges from the Mulliken analysis, given in e for atoms 1 to 8:
1. C -0.138
2. O 0.080
3. F -0.521
4. C 0.444
5. H 0.345
6. C -0.565
7. Cl -0.205
8. C -0.954



Entry from the OMol25 dataset: C23H19AsCdCl4N2O6 as an isolated structure (ωB97M-V/def2-TZVPD).

Structure (XYZ):
```
56
Properties=species:S:1:pos:R:3:forces:R:3
C -1.689 1.198 -1.471 0.3 0.6 0.4
C 1.458 -1.608 -3.069 0.3 -2.3 -1.0
H 4.205 0.495 2.035 0.2 -0.1 -0.5
H -3.139 -0.385 -2.512 0.6 0.2 0.4
H 3.171 -3.909 0.824 1.0 0.9 0.7
H 5.010 -0.867 2.855 0.8 -0.4 0.1
C -5.670 2.002 0.054 -0.6 -0.2 -1.0
H 4.711 -3.065 0.550 0.0 0.3 0.3
H 3.645 0.028 3.544 -0.3 -0.3 0.5
H 1.012 -3.702 -3.650 0.0 0.3 0.4
O -4.085 -0.290 -2.227 -1.0 -1.4 -0.8
H 4.317 -3.696 2.222 0.1 0.2 -0.2
C -1.135 1.151 1.680 -0.4 5.4 3.4
O 2.299 0.530 -2.382 -0.3 0.0 0.2
C 3.943 -3.216 1.310 -1.3 -1.0 -0.6
C 1.444 -2.365 2.788 1.0 -1.5 1.4
N -1.565 0.047 -2.160 -2.0 0.3 0.1
C -3.102 1.552 -1.096 -1.2 1.2 0.0
Cl -4.336 2.425 3.907 0.2 -0.1 0.1
O -0.744 1.930 -1.055 -1.0 -0.3 -0.8
H -6.293 0.271 -1.138 0.0 0.0 0.1
O 2.226 -1.169 0.198 1.4 -0.6 2.3
C -3.409 2.778 -0.420 2.0 -2.0 -0.4
H 1.420 -2.042 3.858 0.0 0.0 -1.0
C -4.218 0.724 -1.396 0.6 0.8 0.3
N -0.316 -0.298 -2.277 2.7 -1.6 -0.6
Cl -2.285 4.836 4.341 -0.4 0.0 -0.1
H -0.622 -2.144 -3.238 -0.3 0.0 -0.2
C 3.732 -0.869 -3.555 -0.1 1.3 -0.3
C -2.318 1.231 2.509 1.8 0.6 -1.3
Cl 0.402 4.799 2.639 1.1 1.8 0.3
H 3.364 -4.180 -4.106 0.2 -0.5 -0.1
C 4.084 -0.387 2.650 -1.4 0.4 -0.5
C 0.078 -1.388 -2.890 -1.8 2.6 1.8
C 3.071 -3.202 -3.780 1.3 0.0 -0.8
Cd 1.149 0.692 -0.284 -1.2 0.8 -1.2
C 4.008 -2.139 -3.891 0.3 -1.5 0.2
O 0.959 2.386 1.212 -1.2 -0.7 0.8
C -2.762 2.405 3.139 0.3 0.1 0.7
C -4.616 2.924 0.194 -1.3 0.5 0.9
H -6.688 2.121 0.519 1.4 0.1 -0.3
H -4.710 3.759 0.870 -0.3 0.2 0.1
O -0.735 0.225 1.013 1.1 -4.0 -1.6
H 1.576 -3.503 2.799 -0.2 1.5 -0.1
C -5.500 0.954 -0.860 0.6 0.7 0.7
As 2.880 -1.638 1.712 -0.5 0.1 -2.0
H 4.477 -0.036 -3.774 -1.2 -1.1 0.8
C -0.689 3.551 2.564 -0.9 -4.6 -1.1
C 2.451 -0.604 -2.979 0.7 1.6 1.0
H 5.024 -2.341 -4.154 0.5 -0.5 -0.5
Cl -3.086 -0.249 2.761 -1.1 -1.3 0.0
H -2.555 3.453 -0.245 -0.6 -0.3 0.0
C -0.232 2.372 1.812 -0.3 1.3 0.0
C -1.935 3.503 3.267 0.8 0.3 -0.7
C 1.774 -2.936 -3.488 0.1 1.6 0.2
H 0.544 -2.112 2.272 -0.7 0.3 -0.3
```
Forces are in eV/Å.

As for the total charge: -2. The multiplicity is 1. The calculation puts the strongest force on any atom at 6.42 eV Å⁻¹. The value obtained for the relative energy (zero: lowest compared OMol25 entry of this formula, charge and spin) is 34.6 kcal per mole. The HOMO energy is -0.636 eV. As for the LUMO energy: 3.83 eV. The molar mass is 748.56 g mol⁻¹.

Atom charges from the Mulliken analysis, given in e for atoms 1 to 8:
1. C 0.175
2. C 0.884
3. H 0.366
4. H 0.589
5. H 0.340
6. H 0.401
7. C -0.526
8. H 0.381



Entry from the OMol25 dataset: C23H19BaF10N5S as an isolated structure (ωB97M-V/def2-TZVPD).

Structure (XYZ):
```
59
Properties=species:S:1:pos:R:3:forces:R:3
S 0.516 -1.254 4.145 -0.2 0.1 -0.2
N -0.940 0.502 -0.399 0.4 -0.2 0.2
F -3.208 1.785 -1.738 0.0 0.0 0.0
H -3.357 2.737 1.953 0.0 0.0 0.0
C -1.038 1.804 -0.725 -0.2 -0.1 0.0
C -1.040 4.639 -1.312 -0.1 -0.1 0.0
C -1.716 -0.529 -1.073 -0.2 0.2 0.0
F 1.023 4.802 -0.194 0.0 0.0 0.0
H -1.831 -2.827 0.473 0.0 0.0 0.0
H -2.280 -0.158 -1.930 0.0 0.0 0.0
H -3.707 -3.046 1.659 0.0 0.0 0.0
H -4.180 0.431 1.777 0.0 0.0 0.0
F 6.183 0.294 -3.646 0.0 0.0 -0.1
C -2.089 3.820 -1.695 0.1 0.0 0.0
C -2.412 2.477 2.421 0.0 0.0 0.0
C -3.289 0.107 2.293 -0.1 0.0 -0.1
C 3.772 -0.640 -1.038 0.0 -0.1 -0.3
N -1.234 0.528 3.287 0.0 0.0 0.1
C -2.092 2.472 -1.399 0.0 -0.1 0.0
H 2.926 -3.073 -2.113 0.0 0.0 0.0
C -0.006 4.057 -0.606 0.1 0.0 0.1
H -4.998 -1.840 1.855 0.0 0.0 0.0
C -0.030 2.709 -0.317 0.0 0.2 -0.1
H -0.105 -1.183 -2.298 0.0 0.0 0.0
H 0.685 -3.832 -2.031 0.0 0.0 0.1
C 5.566 0.301 -2.463 0.0 0.1 0.1
N 2.723 -1.443 -0.758 -0.2 0.1 0.2
C -0.989 -0.814 3.521 0.0 0.0 -0.1
H 1.855 -1.817 -2.669 0.0 0.0 0.0
H -0.452 -3.841 0.886 0.0 0.0 0.0
Ba 1.092 -0.479 0.971 0.1 -0.1 0.4
H -1.605 2.799 1.758 0.0 0.0 0.0
C -2.335 1.007 2.658 0.1 0.1 0.0
C -0.981 -3.366 0.059 -0.1 0.1 0.0
C -3.068 -1.247 2.601 0.1 -0.1 0.2
F -1.032 5.943 -1.606 0.0 0.0 0.0
N -1.954 -1.686 3.170 0.0 0.1 0.0
H 1.418 -3.827 -0.425 0.0 0.0 0.0
F 3.683 0.348 1.166 -0.2 -0.2 -0.1
F 1.040 2.228 0.402 -0.2 -0.2 -0.1
N -0.101 -2.439 -0.641 0.1 0.3 0.2
F 4.187 -1.362 -3.288 0.0 0.0 0.0
H -2.321 3.021 3.364 0.0 0.0 0.0
C 4.509 -0.558 -2.251 -0.1 -0.1 0.0
C 5.323 1.140 -0.275 -0.1 0.0 0.1
H -1.363 -4.152 -0.608 0.0 0.0 0.0
C 4.259 0.280 -0.082 0.4 0.2 -0.1
H -4.389 -2.769 3.246 0.0 0.0 0.0
F 7.016 2.012 -1.683 0.0 0.0 0.0
H -0.534 1.169 3.638 0.0 0.0 0.0
C 5.995 1.172 -1.476 0.0 -0.1 -0.1
F -3.130 4.349 -2.339 -0.1 0.0 0.0
C -0.837 -1.644 -1.633 0.1 -0.2 -0.2
F 5.695 1.952 0.719 0.0 0.0 0.0
C -4.113 -2.276 2.314 0.0 0.0 0.0
C 2.186 -2.344 -1.764 0.2 0.1 -0.1
H -1.463 -2.307 -2.254 0.0 0.0 0.0
C 1.036 -3.177 -1.217 0.0 -0.1 -0.1
H -2.470 -0.956 -0.392 0.0 0.0 0.0
```
Forces are in eV/Å.

The multiplicity is 1. The calculation puts the strongest force on any atom at 0.46 eV Å⁻¹. The value obtained for the relative energy (zero: lowest compared OMol25 entry of this formula, charge and spin) is 0.0 kcal per mole. The HOMO energy is -7.118 eV. As for the LUMO energy: -0.97 eV. The molar mass is 724.82 g mol⁻¹.

Atom charges from the Mulliken analysis, given in e for atoms 1 to 8:
1. S -0.232
2. N 0.649
3. F -0.385
4. H 0.338
5. C -0.621
6. C 0.667
7. C -1.135
8. F -0.314



Entry from the OMol25 dataset: C23H19BeN6O2SSe as an isolated structure (ωB97M-V/def2-TZVPD).

Structure (XYZ):
```
53
Properties=species:S:1:pos:R:3:forces:R:3
H 1.392 3.413 -1.220 0.0 0.0 0.0
H 1.469 3.127 -4.958 0.0 0.0 0.0
H -2.192 2.785 -0.035 0.0 0.0 0.0
Be 0.634 -1.032 -0.033 -0.1 -0.1 0.0
H 2.355 3.988 3.412 0.0 0.0 0.0
N 0.678 0.175 1.197 0.1 0.1 0.0
H -1.521 -7.251 -0.161 0.0 0.0 0.0
Se 2.661 -2.023 0.034 -0.1 -0.2 0.0
H 0.459 -0.954 2.899 0.0 0.0 0.0
H 0.618 -1.081 -2.974 0.0 0.0 0.0
H -3.399 -5.637 0.011 0.0 0.0 0.0
C -2.040 -3.954 -0.016 0.0 0.0 0.0
C -0.733 -3.478 -0.080 0.0 0.0 0.0
N -1.872 0.713 -0.033 0.0 0.0 -0.1
C -2.372 -5.303 -0.041 0.0 0.0 0.0
N 0.746 0.121 -1.315 0.0 0.1 0.1
H 1.688 3.875 5.603 0.0 0.0 0.0
N -0.765 -2.068 -0.031 0.2 -0.1 0.0
C 1.127 2.359 2.828 0.0 0.0 0.0
S -4.254 1.518 0.386 0.0 0.1 0.0
C -1.322 -6.189 -0.137 0.0 0.0 0.0
N 3.863 0.705 0.043 0.0 0.0 0.0
N -2.835 -2.828 0.069 0.0 0.0 0.0
C 1.203 2.432 -1.633 0.0 0.0 0.0
C -2.643 -0.401 0.142 0.0 0.0 0.0
H -0.268 4.300 -4.164 0.0 0.0 0.0
H 0.998 0.784 -4.576 0.0 0.0 0.0
H 1.351 -4.090 -0.240 0.0 0.0 0.0
C 0.988 0.976 -3.512 0.0 0.0 0.0
C 1.174 2.487 1.444 0.0 0.0 0.0
C 0.318 -4.392 -0.179 0.0 0.1 0.0
C -3.967 -0.154 0.382 0.0 0.0 0.0
C 3.448 -0.372 0.043 0.1 0.1 0.0
O 0.533 4.471 -3.660 0.0 0.0 0.0
H -4.775 -0.842 0.565 0.0 0.0 0.0
H 1.419 3.438 0.991 0.0 0.0 0.0
C 0.768 -0.066 -2.630 0.0 0.0 0.0
C 0.641 0.044 2.521 0.0 -0.1 0.0
C 0.940 1.379 0.661 0.0 0.0 0.0
C 1.392 3.553 3.700 0.0 0.0 0.0
O 1.380 3.151 5.050 0.0 0.0 0.0
H 0.817 0.978 4.442 0.0 0.0 0.0
H -3.839 -2.823 0.115 0.0 0.0 0.0
H 0.804 -6.456 -0.281 0.0 0.0 0.0
C 0.967 1.351 -0.816 0.0 0.0 0.0
C 0.844 1.112 3.372 0.0 0.0 0.0
C -2.590 1.786 0.071 -0.1 0.0 0.0
H 2.453 3.851 -3.688 0.0 0.0 0.0
C 0.003 -5.734 -0.205 0.0 0.0 0.0
H 0.617 4.303 3.500 0.0 0.0 0.0
C -2.047 -1.737 0.057 -0.1 0.1 0.0
C 1.215 2.250 -3.012 0.0 0.0 0.0
C 1.470 3.436 -3.911 -0.1 0.0 0.0
```
Forces are in eV/Å.

As for the total charge: +1. The multiplicity is 1. The calculation puts the strongest force on any atom at 0.26 eV Å⁻¹. The HOMO energy is -10.811 eV. As for the LUMO energy: -3.09 eV. The molar mass is 531.48 g mol⁻¹.

Atom charges from the Mulliken analysis, given in e for atoms 1 to 8:
1. H 0.508
2. H 0.387
3. H 0.460
4. Be -0.031
5. H 0.361
6. N 0.510
7. H 0.406
8. Se -0.127